C28H45Br14ClN2O4S2 as an isolated structure, computed with ωB97M-V/def2-TZVPD.

## Properties
F_max = 3.4 eV/Å
Total charge = 0
HOMO level = -8.96 eV
Multiplicity = 1
LUMO energy = -0.8 eV
HOMO-LUMO gap = 8.174 eV

Element x y z (Å)
C  -0.42  -3.25  8.53
C  -1.80  -2.54  8.69
C  -2.09  -1.46  7.57
C  -2.14  -2.21  6.22
C  -3.26  -2.98  6.02
C  -3.43  -3.76  4.82
N  -4.46  -4.57  4.53
S  -4.00  -5.16  3.06
N  -2.58  -4.46  2.83
C  -2.32  -3.65  3.88
C  -1.15  -2.84  4.04
C  0.03  -2.72  3.06
C  -0.11  -3.45  1.69
C  -1.06  -2.77  0.68
S  -0.44  -1.20  0.04
O  -1.26  -0.85  -1.09
O  -0.48  -0.15  1.03
O  1.05  -1.45  -0.55
C  -1.07  -2.11  5.22
C  0.13  -1.22  5.53
C  -0.21  0.28  5.64
O  0.43  1.03  6.32
Cl  -1.63  0.91  4.76
H  -0.47  -4.31  8.82
H  -0.03  -3.23  7.50
H  0.32  -2.71  9.15
H  -2.60  -3.30  8.61
H  -1.85  -2.10  9.70
H  -1.27  -0.73  7.64
H  -3.08  -1.05  7.79
H  -4.05  -3.00  6.78
H  0.94  -3.12  3.56
H  0.22  -1.64  2.89
H  0.90  -3.47  1.22
H  -0.37  -4.50  1.87
H  -1.11  -3.44  -0.20
H  -2.10  -2.69  1.05
H  1.64  -0.80  -0.12
H  0.65  -1.56  6.45
H  0.90  -1.25  4.74
Br  2.89  0.23  3.41
C  3.24  1.85  4.43
C  2.72  3.07  3.72
Br  3.89  3.59  2.25
H  4.31  1.88  4.61
H  2.72  1.71  5.38
H  2.71  3.93  4.39
H  1.73  2.93  3.30
Br  -3.28  -2.18  -5.13
C  -2.79  -0.58  -4.12
C  -3.24  0.67  -4.83
Br  -2.08  1.09  -6.34
H  -1.71  -0.62  -3.97
H  -3.29  -0.68  -3.16
H  -3.17  1.53  -4.16
H  -4.25  0.60  -5.22
Br  -0.80  4.81  -8.27
C  0.12  4.41  -6.60
C  1.20  5.42  -6.31
Br  2.78  5.09  -7.41
H  0.49  3.40  -6.67
H  -0.65  4.46  -5.84
H  1.55  5.32  -5.28
H  0.90  6.44  -6.50
Br  -3.00  -5.39  -1.30
C  -3.01  -5.99  -3.16
C  -4.41  -6.17  -3.67
Br  -5.21  -7.81  -3.00
H  -2.42  -6.90  -3.20
H  -2.49  -5.20  -3.71
H  -4.41  -6.27  -4.76
H  -5.07  -5.35  -3.39
Br  1.15  6.91  4.39
C  1.15  6.26  2.55
C  -0.25  6.10  2.03
Br  -1.09  4.49  2.74
H  1.72  5.34  2.54
H  1.68  7.02  1.98
H  -0.24  5.96  0.95
H  -0.91  6.93  2.28
Br  5.04  5.35  -4.14
C  6.38  5.48  -5.55
C  7.09  4.17  -5.76
Br  8.41  3.85  -4.36
H  7.04  6.29  -5.28
H  5.82  5.76  -6.45
H  7.66  4.19  -6.69
H  6.42  3.32  -5.76
Br  0.54  1.65  -8.55
C  1.73  0.12  -8.53
C  1.18  -1.02  -9.35
Br  -0.24  -1.95  -8.39
H  1.90  -0.15  -7.49
H  2.67  0.48  -8.96
H  1.94  -1.78  -9.52
H  0.77  -0.70  -10.30

An isolated ion of composition C5H10N3 and charge +1, computed with ωB97M-V/def2-TZVPD.

## Properties
F_max = 5.6 eV/Å
Total charge = +1
SMILES string = C=N[C@H](CN)C1=[NH+]C1
HOMO level = -13.02 eV
Multiplicity = 1
LUMO energy = -4.6 eV
Energy relative to the best compared isomer or geometry (same formula, charge and spin) = 536.7 kJ/mol
HOMO-LUMO gap = 8.426 eV

Element x y z (Å)
C  0.01  -0.34  -0.46
C  -2.51  0.43  0.01
C  0.82  1.13  -0.35
C  1.73  -2.12  -0.23
C  -1.25  -0.31  0.07
N  0.89  -1.36  0.28
N  -2.06  -0.50  1.05
N  1.08  1.54  0.92
H  -0.18  -0.51  -1.57
H  -2.62  1.41  0.31
H  -3.41  0.29  -0.62
H  1.66  1.13  -1.10
H  0.06  1.85  -0.86
H  1.97  -2.11  -1.28
H  2.22  -2.82  0.38
H  -2.21  -1.13  1.74
H  2.04  1.25  1.38
H  0.37  2.04  1.44

Look up the HOMO-LUMO gap of the first one. 8.174 eV

Copy entry 1 word for word.
C28H45Br14ClN2O4S2 as an isolated structure, computed with ωB97M-V/def2-TZVPD.

## Properties
F_max = 3.4 eV/Å
Total charge = 0
HOMO level = -8.96 eV
Multiplicity = 1
LUMO energy = -0.8 eV
HOMO-LUMO gap = 8.174 eV

Element x y z (Å)
C  -0.42  -3.25  8.53
C  -1.80  -2.54  8.69
C  -2.09  -1.46  7.57
C  -2.14  -2.21  6.22
C  -3.26  -2.98  6.02
C  -3.43  -3.76  4.82
N  -4.46  -4.57  4.53
S  -4.00  -5.16  3.06
N  -2.58  -4.46  2.83
C  -2.32  -3.65  3.88
C  -1.15  -2.84  4.04
C  0.03  -2.72  3.06
C  -0.11  -3.45  1.69
C  -1.06  -2.77  0.68
S  -0.44  -1.20  0.04
O  -1.26  -0.85  -1.09
O  -0.48  -0.15  1.03
O  1.05  -1.45  -0.55
C  -1.07  -2.11  5.22
C  0.13  -1.22  5.53
C  -0.21  0.28  5.64
O  0.43  1.03  6.32
Cl  -1.63  0.91  4.76
H  -0.47  -4.31  8.82
H  -0.03  -3.23  7.50
H  0.32  -2.71  9.15
H  -2.60  -3.30  8.61
H  -1.85  -2.10  9.70
H  -1.27  -0.73  7.64
H  -3.08  -1.05  7.79
H  -4.05  -3.00  6.78
H  0.94  -3.12  3.56
H  0.22  -1.64  2.89
H  0.90  -3.47  1.22
H  -0.37  -4.50  1.87
H  -1.11  -3.44  -0.20
H  -2.10  -2.69  1.05
H  1.64  -0.80  -0.12
H  0.65  -1.56  6.45
H  0.90  -1.25  4.74
Br  2.89  0.23  3.41
C  3.24  1.85  4.43
C  2.72  3.07  3.72
Br  3.89  3.59  2.25
H  4.31  1.88  4.61
H  2.72  1.71  5.38
H  2.71  3.93  4.39
H  1.73  2.93  3.30
Br  -3.28  -2.18  -5.13
C  -2.79  -0.58  -4.12
C  -3.24  0.67  -4.83
Br  -2.08  1.09  -6.34
H  -1.71  -0.62  -3.97
H  -3.29  -0.68  -3.16
H  -3.17  1.53  -4.16
H  -4.25  0.60  -5.22
Br  -0.80  4.81  -8.27
C  0.12  4.41  -6.60
C  1.20  5.42  -6.31
Br  2.78  5.09  -7.41
H  0.49  3.40  -6.67
H  -0.65  4.46  -5.84
H  1.55  5.32  -5.28
H  0.90  6.44  -6.50
Br  -3.00  -5.39  -1.30
C  -3.01  -5.99  -3.16
C  -4.41  -6.17  -3.67
Br  -5.21  -7.81  -3.00
H  -2.42  -6.90  -3.20
H  -2.49  -5.20  -3.71
H  -4.41  -6.27  -4.76
H  -5.07  -5.35  -3.39
Br  1.15  6.91  4.39
C  1.15  6.26  2.55
C  -0.25  6.10  2.03
Br  -1.09  4.49  2.74
H  1.72  5.34  2.54
H  1.68  7.02  1.98
H  -0.24  5.96  0.95
H  -0.91  6.93  2.28
Br  5.04  5.35  -4.14
C  6.38  5.48  -5.55
C  7.09  4.17  -5.76
Br  8.41  3.85  -4.36
H  7.04  6.29  -5.28
H  5.82  5.76  -6.45
H  7.66  4.19  -6.69
H  6.42  3.32  -5.76
Br  0.54  1.65  -8.55
C  1.73  0.12  -8.53
C  1.18  -1.02  -9.35
Br  -0.24  -1.95  -8.39
H  1.90  -0.15  -7.49
H  2.67  0.48  -8.96
H  1.94  -1.78  -9.52
H  0.77  -0.70  -10.30

The lowest HOMO-LUMO gap belongs to which entry? C28H45Br14ClN2O4S2